[1]
{"formula": "C20H19BrF7N2O3P2S", "method": "ωB97M-V/def2-TZVPD", "elements": ["C", "P", "C", "C", "C", "N", "N", "C", "S", "O", "O", "C", "F", "F", "C", "F", "F", "F", "C", "P", "O", "Br", "H", "H", "H", "H", "H", "H", "H", "H", "H", "F", "C", "C", "C", "C", "C", "C", "H", "H", "H", "H", "H", "F", "C", "C", "C", "C", "C", "C", "H", "H", "H", "H", "H"], "positions_angstrom": [[6.024, -1.262, 0.526], [4.677, -1.536, -0.801], [5.282, -3.117, -1.705], [3.112, -2.102, 0.118], [3.167, -3.262, 1.094], [2.165, -3.869, 1.841], [1.024, -3.239, 1.633], [0.731, -2.148, 0.834], [-1.018, -1.494, 0.850], [-1.820, -2.210, 1.919], [-0.934, -0.055, 1.308], [-1.852, -1.613, -0.823], [-2.365, -0.324, -1.081], [-0.956, -2.012, -1.854], [-3.073, -2.642, -0.883], [-2.692, -3.976, -0.789], [-3.662, -2.463, -2.156], [-4.072, -2.408, 0.051], [1.729, -1.446, -0.053], [1.393, 0.018, -1.210], [1.985, -0.500, -2.745], [2.774, 1.772, -0.696], [5.776, -0.396, 1.216], [6.224, -2.224, 1.124], [7.006, -0.999, 0.002], [6.293, -2.882, -2.197], [5.465, -3.962, -0.947], [4.489, -3.442, -2.449], [4.205, -3.725, 1.247], [0.223, -3.640, 2.168], [2.208, -1.455, -2.726], [-8.343, -0.253, 5.582], [-7.663, -0.630, 4.490], [-7.988, -1.823, 3.864], [-7.287, -2.212, 2.728], [-6.261, -1.408, 2.237], [-5.940, -0.215, 2.877], [-6.648, 0.180, 4.007], [-8.784, -2.439, 4.266], [-7.538, -3.140, 2.226], [-5.712, -1.714, 1.355], [-5.138, 0.408, 2.496], [-6.418, 1.110, 4.512], [4.608, 5.119, -1.494], [3.567, 5.672, -2.139], [3.789, 6.378, -3.310], [2.710, 6.946, -3.980], [1.423, 6.810, -3.464], [1.214, 6.103, -2.284], [2.291, 5.526, -1.621], [4.798, 6.480, -3.692], [2.871, 7.494, -4.901], [0.583, 7.257, -3.984], [0.212, 6.001, -1.882], [2.146, 4.965, -0.705]], "nbo_charge": [-0.9262, 0.7704, -0.9153, -0.1974, 0.0155, -0.0856, -0.2467, -0.0041, 1.9074, -0.8362, -0.7972, 0.4256, -0.2581, -0.3006, 0.9323, -0.2958, -0.2949, -0.2831, -0.3302, 1.0529, -0.9324, -0.1350, 0.2657, 0.2268, 0.2763, 0.2774, 0.2253, 0.2470, 0.2509, 0.4723, 0.4939, -0.3164, 0.4042, -0.2822, -0.1918, -0.2362, -0.1954, -0.2844, 0.2326, 0.2181, 0.2065, 0.2131, 0.2308, -0.3282, 0.3938, -0.2839, -0.1855, -0.2253, -0.1918, -0.2944, 0.2317, 0.2237, 0.2210, 0.2196, 0.2197], "multiplicity": 1, "gap_ev": 4.44, "lumo_ev": -6.2549, "homo_ev": -10.69, "charge": 1}

=====

[2]
{"formula": "C20H19BrFeN3O2S3", "method": "ωB97M-V/def2-TZVPD", "elements": ["Fe", "S", "C", "S", "S", "Br", "C", "C", "C", "C", "C", "C", "N", "N", "C", "C", "C", "C", "O", "C", "N", "C", "C", "C", "C", "H", "H", "H", "H", "H", "H", "H", "H", "H", "C", "C", "O", "C", "C", "H", "H", "H", "H", "H", "H", "H", "H", "H", "H"], "positions_angstrom": [[-0.082, -1.462, -2.982], [-1.234, -5.397, -4.658], [-0.797, -3.905, -4.106], [-1.881, -2.559, -3.844], [0.803, -3.404, -3.661], [-2.011, 3.342, 7.138], [-0.955, 2.091, 6.178], [-0.936, 0.763, 6.585], [-0.160, -0.144, 5.892], [0.600, 0.258, 4.782], [0.561, 1.609, 4.392], [-0.213, 2.519, 5.087], [1.331, -0.709, 4.130], [2.110, -0.294, 3.165], [1.920, -0.441, 1.861], [2.981, -0.032, 1.009], [2.913, -0.077, -0.362], [1.759, -0.549, -1.022], [1.623, -0.590, -2.291], [0.666, -0.994, -0.174], [-0.411, -1.446, -0.854], [-1.454, -1.906, -0.198], [-1.491, -1.928, 1.200], [-0.414, -1.452, 1.909], [0.715, -0.958, 1.233], [-1.521, 0.450, 7.439], [-0.118, -1.184, 6.190], [1.151, 1.923, 3.541], [-0.243, 3.558, 4.787], [3.875, 0.331, 1.499], [3.750, 0.245, -0.968], [-2.273, -2.275, -0.805], [-2.358, -2.320, 1.713], [-0.430, -1.473, 2.988], [-0.440, 0.223, -5.682], [-1.474, 0.648, -4.658], [-0.949, 0.660, -3.320], [-0.038, 1.748, -3.100], [-0.188, 2.231, -1.674], [-0.926, -0.187, -6.568], [0.177, -0.569, -5.249], [0.213, 1.040, -5.995], [-2.294, -0.064, -4.633], [-1.882, 1.642, -4.875], [-0.292, 2.555, -3.796], [0.981, 1.416, -3.298], [-1.209, 2.568, -1.491], [0.495, 3.063, -1.492], [0.048, 1.438, -0.966]], "mulliken_spin": [2.0572, 0.0208, 0.0018, -0.0741, -0.0412, 0.0082, 0.1483, -0.0732, 0.1537, -0.0608, 0.1550, -0.0875, 0.5415, 0.6003, 0.0736, 0.1729, -0.0488, 0.1793, 0.1535, 0.0189, 0.0731, -0.0212, 0.0464, -0.0432, 0.0219, -0.0022, 0.0033, 0.0244, -0.0031, -0.0045, -0.0053, -0.0070, 0.0030, -0.0119, 0.0132, -0.0038, 0.0088, 0.0049, 0.0023, 0.0007, -0.0021, 0.0009, -0.0006, 0.0013, -0.0009, -0.0029, 0.0002, 0.0008, 0.0040], "multiplicity": 5, "gap_ev": [6.27, 5.73], "lumo_ev": [2.1504, 1.2193], "homo_ev": [-4.12, -4.51], "charge": -1}

=====

[3]
{"formula": "C20H19CeCl5N3O2S5Se", "method": "ωB97M-V/def2-TZVPD", "elements": ["Ce", "Cl", "C", "C", "Cl", "C", "Cl", "C", "O", "C", "Cl", "C", "Cl", "C", "S", "C", "C", "S", "S", "C", "S", "S", "H", "H", "H", "C", "N", "C", "C", "O", "N", "C", "C", "H", "H", "H", "H", "H", "H", "H", "H", "H", "H", "H", "H", "Se", "C", "C", "C", "N", "C", "C", "H", "H", "H", "H"], "positions_angstrom": [[-0.265, 1.036, 0.277], [-2.807, -4.246, 4.447], [-3.028, -2.917, 3.386], [-2.299, -1.736, 3.682], [-1.573, -1.560, 5.255], [-2.104, -0.719, 2.752], [-1.103, 0.678, 3.193], [-2.591, -0.900, 1.469], [-2.216, -0.198, 0.447], [-3.621, -1.898, 1.276], [-4.510, -1.780, -0.199], [-3.798, -2.874, 2.212], [-4.767, -4.240, 1.875], [-0.475, 4.892, -3.544], [-0.075, 5.273, -1.868], [-1.146, 4.146, -1.086], [-1.027, 3.724, 0.263], [0.321, 3.623, 1.328], [-2.524, 3.037, 0.855], [-3.385, 2.763, -0.709], [-4.866, 2.024, -0.783], [-2.427, 3.418, -2.020], [-0.005, 5.669, -4.153], [-1.574, 5.023, -3.780], [-0.115, 3.882, -3.733], [1.518, -2.771, 1.016], [2.722, -1.985, 1.166], [3.994, -2.656, 1.002], [2.642, -0.642, 1.262], [1.564, 0.000, 0.933], [3.615, 0.125, 1.743], [3.358, 1.584, 1.760], [4.751, -0.370, 2.506], [1.459, -3.000, -0.051], [0.687, -2.187, 1.381], [1.587, -3.793, 1.516], [3.863, -3.649, 0.470], [4.449, -2.907, 1.981], [4.711, -1.992, 0.509], [3.477, 2.106, 0.787], [4.101, 2.099, 2.372], [2.376, 1.772, 2.160], [4.589, -1.305, 2.993], [4.993, 0.276, 3.375], [5.662, -0.436, 1.872], [0.464, 1.529, -2.502], [-0.626, 0.069, -3.191], [-0.346, -0.219, -4.498], [-1.124, -1.195, -5.106], [-2.266, -1.702, -4.599], [-2.624, -1.202, -3.413], [-1.787, -0.430, -2.578], [0.623, 0.100, -4.979], [-0.809, -1.523, -6.123], [-3.652, -1.449, -3.120], [-1.986, -0.369, -1.488]], "mulliken_spin": [1.0171, 0.0000, -0.0003, 0.0011, 0.0001, 0.0017, 0.0007, -0.0018, -0.0046, -0.0005, -0.0001, 0.0002, 0.0000, 0.0002, -0.0007, -0.0036, 0.0032, -0.0055, -0.0015, -0.0001, 0.0000, -0.0005, 0.0000, -0.0001, -0.0002, 0.0005, 0.0003, 0.0000, 0.0003, -0.0067, 0.0007, 0.0008, -0.0001, 0.0000, -0.0001, 0.0001, 0.0000, 0.0000, 0.0000, 0.0010, 0.0000, -0.0004, 0.0000, 0.0000, 0.0000, -0.0042, -0.0018, -0.0001, -0.0001, 0.0001, 0.0002, 0.0054, 0.0001, 0.0000, 0.0000, -0.0010], "multiplicity": 2, "gap_ev": [6.91, 6.92], "lumo_ev": [-0.3053, -0.2941], "homo_ev": [-7.21, -7.21], "charge": 0}

=====

[4]
{"formula": "C20H19ClN2O4", "method": "ωB97M-V/def2-TZVPD", "elements": ["O", "C", "N", "C", "C", "C", "O", "C", "C", "O", "C", "C", "C", "C", "N", "C", "C", "C", "C", "C", "C", "C", "Cl", "C", "O", "C", "C", "H", "H", "H", "H", "H", "H", "H", "H", "H", "H", "H", "H", "H", "H", "H", "H", "H", "H", "H"], "positions_angstrom": [[4.088, -0.139, -0.946], [2.998, 0.396, -0.886], [2.595, 1.337, -1.778], [3.496, 1.875, -2.765], [3.981, 3.270, -2.364], [4.970, 3.850, -3.381], [5.327, 5.171, -3.041], [4.182, 5.992, -2.954], [3.197, 5.427, -1.931], [2.834, 4.106, -2.270], [1.991, 0.042, 0.159], [2.485, -0.454, 1.374], [1.658, -0.822, 2.413], [0.290, -0.697, 2.207], [-0.791, -0.975, 3.010], [-1.826, -0.680, 2.301], [-3.245, -0.860, 2.703], [-3.713, -2.204, 2.197], [-3.214, -3.367, 2.772], [-3.615, -4.604, 2.301], [-4.513, -4.699, 1.251], [-5.000, -3.536, 0.678], [-6.119, -3.634, -0.637], [-4.606, -2.291, 1.140], [-1.559, -0.215, 1.054], [-0.202, -0.217, 0.975], [0.623, 0.162, -0.063], [1.783, 1.900, -1.583], [4.345, 1.192, -2.840], [2.980, 1.938, -3.727], [4.471, 3.225, -1.377], [5.895, 3.273, -3.391], [4.510, 3.831, -4.382], [4.532, 6.980, -2.655], [3.692, 6.054, -3.938], [2.272, 6.005, -1.915], [3.660, 5.440, -0.932], [3.556, -0.543, 1.471], [2.043, -1.198, 3.346], [-3.300, -0.827, 3.791], [-3.847, -0.060, 2.271], [-2.506, -3.291, 3.583], [-3.226, -5.504, 2.751], [-4.830, -5.660, 0.879], [-4.996, -1.398, 0.675], [0.213, 0.498, -1.002]], "nbo_charge": [-0.6216, 0.6596, -0.6075, -0.2420, 0.0582, -0.0934, -0.5181, -0.0979, -0.0940, -0.5411, -0.1381, -0.1680, -0.2044, 0.0626, -0.4650, 0.5467, -0.4805, -0.0201, -0.2083, -0.1856, -0.2341, -0.0490, 0.0070, -0.1807, -0.4306, 0.2954, -0.2461, 0.4042, 0.2439, 0.2011, 0.1772, 0.2021, 0.1646, 0.1981, 0.1657, 0.1958, 0.1695, 0.2382, 0.2288, 0.2529, 0.2370, 0.2269, 0.2201, 0.2291, 0.2162, 0.2252], "multiplicity": 1, "gap_ev": 9.35, "lumo_ev": 0.4313, "smiles": "O=C(NC[C@H]1COCCO1)c1ccc2nc(Cc3cccc(Cl)c3)oc2c1", "homo_ev": -8.92, "charge": 0}

=====

[5]
{"formula": "C20H19ClN4OS", "method": "ωB97M-V/def2-TZVPD", "elements": ["C", "N", "C", "O", "N", "N", "C", "C", "C", "C", "C", "Cl", "C", "C", "N", "C", "S", "C", "C", "C", "C", "C", "C", "C", "C", "C", "C", "H", "H", "H", "H", "H", "H", "H", "H", "H", "H", "H", "H", "H", "H", "H", "H", "H", "H", "H"], "positions_angstrom": [[-3.831, -1.670, -1.975], [-2.630, -1.102, -1.483], [-2.447, -0.757, -0.088], [-3.406, -0.847, 0.707], [-1.160, -0.563, 0.401], [0.039, -0.838, -0.209], [0.912, -0.035, 0.332], [2.287, 0.263, -0.137], [3.234, 1.133, 0.426], [4.511, 1.284, -0.089], [4.898, 0.492, -1.188], [6.661, 0.587, -1.603], [3.985, -0.239, -1.902], [2.703, -0.374, -1.366], [0.377, 0.793, 1.260], [-0.842, 0.364, 1.391], [-1.960, 1.362, 2.343], [-1.312, 1.177, 4.088], [-0.873, -0.257, 4.365], [0.625, -0.574, 4.508], [-0.289, -0.617, 5.709], [-1.868, -0.396, -2.474], [-1.298, 0.952, -2.251], [-0.590, 1.604, -3.283], [-0.390, 0.904, -4.548], [-0.954, -0.299, -4.755], [-1.757, -0.941, -3.798], [-3.571, -2.633, -2.400], [-4.470, -1.903, -1.124], [-4.384, -1.003, -2.685], [2.981, 1.591, 1.390], [5.293, 1.909, 0.463], [4.182, -0.572, -2.930], [1.884, -0.969, -1.900], [-0.408, 1.762, 4.016], [-2.036, 1.482, 4.874], [-1.536, -1.084, 3.990], [1.065, -1.559, 4.238], [1.270, 0.246, 4.520], [0.010, 0.095, 6.501], [-0.351, -1.606, 6.128], [-1.479, 1.465, -1.380], [-0.257, 2.658, -3.042], [0.238, 1.190, -5.339], [-0.855, -0.554, -5.761], [-2.205, -1.920, -3.936]], "nbo_charge": [-0.4130, -0.4523, 0.8028, -0.5677, -0.2840, -0.2600, 0.3241, -0.0935, -0.1637, -0.2472, 0.0279, -0.0371, -0.2615, -0.1526, -0.4726, 0.2569, 0.2419, -0.4896, -0.2540, -0.4127, -0.4313, 0.1914, -0.2482, -0.1874, -0.2240, -0.2096, -0.2450, 0.2006, 0.2449, 0.2106, 0.2334, 0.2418, 0.2401, 0.2444, 0.2264, 0.2475, 0.2388, 0.2184, 0.2075, 0.2112, 0.2174, 0.2064, 0.2273, 0.2130, 0.2152, 0.2169], "multiplicity": 1, "gap_ev": 8.43, "lumo_ev": -0.1872, "smiles": "CN(C(=O)n1nc(-c2ccc(Cl)cc2)nc1SCC1CC1)c1ccccc1", "homo_ev": -8.61, "charge": 0}

=====

What did we get for largest force on an atom? Answer: 0.1668, 0.0122, 0.0601, 0.0248, 0.1000 Eh/bohr, in the order shown.